1.
69
Properties=species:S:1:pos:R:3 method="wB97M-V/def2-TZVPD" homo_ev=-7.9 lumo_ev=-1.29 e_tot_ha=-2233.23138 orbital_gap_ev=6.62 charge=0
H 1.35042 6.42199 2.60171
N 2.03411 5.67196 2.84386
C 1.38490 4.53672 2.69219
C 1.99403 3.07880 2.89876
C 1.52054 1.99215 1.83390
C 2.22499 0.73985 1.76091
P 3.71810 0.29563 2.86792
N 3.02115 0.30987 4.52039
O 4.96956 1.46978 2.72773
C 1.77216 -0.42967 0.73927
O 2.58886 -1.20578 0.17963
C 0.17454 -0.53591 0.53135
C -0.58633 -1.85694 0.27581
C 0.24429 -3.24021 0.15670
C 0.52543 -3.47743 -1.43043
C -0.46770 -4.63222 -2.00956
O 1.92046 -3.71929 -1.72758
C 2.20958 -3.15545 -3.04905
C 2.82072 -1.67605 -2.96801
C 1.98126 -0.36756 -3.02743
C 2.66637 1.02572 -2.90820
C 4.21118 1.21971 -2.73452
C 5.06339 -0.09981 -2.71321
C 4.36793 -1.48973 -2.82383
C -2.14400 -1.77147 0.14710
N -2.84905 -3.07212 -0.07441
C -2.96467 -0.44342 0.26274
P -4.86952 -0.47415 0.14271
C -5.55375 -2.00120 1.09438
C -5.60550 1.00032 1.13558
C -2.15501 0.89626 0.47709
O -2.79057 2.18144 0.57250
C -3.04339 2.59506 -0.80738
C -2.80278 4.15777 -1.08458
C -0.60381 0.83480 0.61060
C 0.26239 2.17905 0.83508
O -0.01495 3.24726 0.24323
H 0.28544 4.61798 2.34099
H 1.64914 2.72986 3.94870
H 3.13548 3.19072 2.98433
H 3.34547 -0.53037 5.03620
H 2.00633 0.13997 4.36394
H 5.17577 1.84167 3.61948
H 1.23580 -3.20217 0.73374
H -0.35153 -4.11103 0.60265
H 0.23839 -2.49590 -1.97364
H -0.89168 -5.29024 -1.15825
H 0.00535 -5.25054 -2.84515
H -1.37298 -4.08830 -2.46328
H 2.98889 -3.83226 -3.56432
H 1.27858 -3.18731 -3.73125
H 0.84682 -0.40195 -3.14507
H 2.04397 1.99067 -2.93077
H 4.72344 2.23195 -2.66512
H 6.19036 0.04965 -2.59769
H 5.06944 -2.39676 -2.80553
H -2.80562 -3.34128 -1.06495
H -2.40790 -3.76265 0.54520
H -4.68735 -2.31702 1.79432
H -6.42147 -1.72304 1.79015
H -5.77962 -2.87990 0.40760
H -6.59546 0.67157 1.63056
H -4.87009 1.27544 1.96706
H -5.85439 1.89455 0.47514
H -2.42080 1.92743 -1.49250
H -4.15024 2.38655 -1.04032
H -2.39530 4.23457 -2.16186
H -2.02498 4.64416 -0.40818
H -3.76456 4.77827 -0.98515



2.
70
Properties=species:S:1:pos:R:3 method="wB97M-V/def2-TZVPD" homo_ev=-7.3 lumo_ev=0.29 e_tot_ha=-2400.93725 orbital_gap_ev=7.55 charge=0
Sc -0.20677 -0.12904 0.02113
C 2.48044 -0.97773 -1.76520
N 1.93616 0.29232 -1.34201
C 2.92188 1.10766 -0.61311
C 1.39996 1.04150 -2.46451
C 2.00105 1.00153 -3.71007
C 1.42060 1.63256 -4.80096
C 0.21011 2.27720 -4.62815
C -0.38061 2.35581 -3.37520
C 0.23187 1.80136 -2.24232
N -0.25280 1.80818 -0.93582
C -1.08264 2.77961 -0.40978
C -1.57921 3.94002 -1.02429
C -2.48517 4.77285 -0.38033
C -2.92747 4.50465 0.89981
C -2.37213 3.42168 1.57390
C -1.45355 2.59843 0.95216
N -0.72655 1.57125 1.67674
C -1.41090 1.03747 2.85178
C 0.56066 2.16301 2.12561
H 3.56625 -0.90074 -1.89735
H 2.01420 -1.28405 -2.69739
H 3.09425 -2.78276 -1.30012
H 3.78124 1.33781 -1.25487
H 3.26584 0.59149 0.27895
H 2.44591 2.04094 -0.32240
H 2.92800 0.45641 -3.84178
H 1.89186 1.58578 -5.77308
H -0.29770 2.71935 -5.47555
H -1.35566 2.80467 -3.29868
H -1.24753 4.22744 -2.00542
H -2.84996 5.64555 -0.90749
H -3.65380 5.13913 1.38776
H -2.64358 3.23587 2.60437
H -1.58471 1.79697 3.62176
H -0.77171 0.27573 3.29919
H -2.37108 0.60040 2.57563
H 0.36149 2.98271 2.82329
H 1.08463 2.55483 1.25762
H 1.16797 1.39147 2.59381
O -1.02948 -3.47388 -1.80458
C -0.12720 -2.69493 -1.53880
O -0.25697 -1.38658 -1.54118
C 1.20222 -3.15030 -1.13349
C 1.59423 -4.42580 -0.80521
C 2.74485 -4.64597 -0.02558
C 3.14123 -3.57905 0.81206
C 2.77145 -2.28774 0.52859
N 2.32891 -2.21842 -0.89762
C 2.35886 -1.31854 1.56165
O 2.93325 -1.22539 2.63037
O 1.30842 -0.60907 1.23354
H 0.93958 -5.24389 -1.07757
H 3.06512 -5.65170 0.19980
H 3.59368 -3.76747 1.77788
N -1.01859 -1.94409 1.38684
C -2.23380 -2.75599 1.19322
C -3.45488 -1.90972 0.88608
C -3.37973 -1.17636 -0.44315
N -2.54767 0.04053 -0.36540
H -0.19295 -2.53669 1.33265
H -0.98970 -1.54307 2.31889
H -2.42399 -3.38140 2.07127
H -2.04260 -3.42015 0.34933
H -3.65147 -1.19821 1.69803
H -4.32288 -2.57282 0.86649
H -4.38973 -0.92209 -0.77851
H -2.92545 -1.82183 -1.19838
H -2.99791 0.77090 0.18109
H -2.45853 0.43511 -1.29992



3.
67
Properties=species:S:1:pos:R:3 method="wB97M-V/def2-TZVPD" homo_ev="-19.1 / -19.1" lumo_ev="-12.15 / -14.45" e_tot_ha=-3210.81733 orbital_gap_ev="6.92 / 4.63" charge=+4 s2=3.78 spin_multiplicity=4
Tc 0.94621 0.39375 0.35969
C 4.08122 1.21156 -0.67377
C 3.31297 1.14749 -1.98432
S 1.49450 1.28440 -1.83952
C 1.17526 3.07637 -1.69217
C 1.43424 3.64820 -0.31082
S 0.52180 2.61708 0.87883
C 1.27529 2.94288 2.50278
C 0.83978 1.82350 3.43258
S 1.12170 0.14255 2.77031
C 2.88615 -0.19380 3.11395
C 3.86285 0.44695 2.14268
S 3.30952 0.01546 0.46234
H 4.06673 2.19824 -0.21500
H 5.11958 0.91580 -0.82938
H 3.47413 0.19194 -2.48561
H 3.64390 1.92738 -2.67197
H 0.12777 3.18717 -1.97920
H 1.77554 3.58225 -2.44974
H 1.03706 4.66211 -0.23553
H 2.48885 3.66647 -0.04255
H 0.89457 3.90318 2.85547
H 2.35567 3.01624 2.39474
H -0.23297 1.86258 3.62840
H 1.34653 1.88670 4.39655
H 2.96639 -1.28186 3.09853
H 3.08242 0.12338 4.13942
H 4.86426 0.04008 2.28964
H 3.91188 1.53007 2.23679
O -0.97204 0.09003 -0.01126
S -2.32072 0.29385 0.85648
C -3.10500 -1.26657 0.64578
C -3.06693 -1.96665 -0.56115
C -3.76406 -3.15842 -0.65112
C -4.49257 -3.62867 0.44120
C -4.51852 -2.92075 1.63333
C -3.81309 -1.72930 1.74881
C -3.26685 1.47802 -0.00585
C -3.81291 1.26131 -1.27339
C -4.60649 2.24791 -1.82481
C -4.86661 3.41990 -1.11381
C -4.33020 3.62099 0.15109
C -3.52126 2.64743 0.71534
H -2.53267 -1.57613 -1.41946
H -3.76543 -3.71502 -1.57888
H -5.04764 -4.55332 0.35460
H -5.08662 -3.29118 2.47573
H -3.83072 -1.17067 2.67705
H -3.64937 0.33586 -1.80724
H -5.05032 2.09934 -2.79985
H -5.51038 4.17363 -1.54809
H -4.55970 4.52178 0.70367
H -3.12711 2.77517 1.71669
N 0.66643 -2.19402 -0.20743
C 1.40671 -2.97275 -1.06852
C 2.40241 -3.85398 -0.55102
C 3.07955 -4.67257 -1.40272
C 2.80231 -4.62347 -2.79507
C 1.83077 -3.72560 -3.31594
C 1.14834 -2.90475 -2.47137
H -0.26571 -1.94751 -0.54363
H 0.62234 -2.55296 0.74304
H 2.57778 -3.89836 0.51744
H 3.81420 -5.37500 -1.03076
H 3.33183 -5.28713 -3.46878
H 1.63150 -3.71755 -4.37969
H 0.38499 -2.23103 -2.84353



4.
65
Properties=species:S:1:pos:R:3 method="wB97M-V/def2-TZVPD" homo_ev=-3.9 lumo_ev=2.65 e_tot_ha=-1933.89937 orbital_gap_ev=6.57 charge=-1
Ag -0.19591 -0.09172 0.41033
C -3.31302 -0.72993 -2.07058
C -1.89617 -0.50787 -2.60645
C -1.23575 -1.80128 -3.00398
C -1.18857 -2.15448 -4.34291
C -0.62942 -3.35733 -4.74767
C -0.08845 -4.19624 -3.79088
C -0.11067 -3.88190 -2.43471
C 0.60981 -4.82834 -1.49782
C -0.12871 -6.15402 -1.28876
C -0.72675 -2.67730 -2.01966
N -0.78522 -2.26564 -0.69372
C -1.17617 -3.07450 0.23999
C -1.07223 -2.83417 1.62395
C -1.51467 -3.69605 2.65133
C -1.17127 -3.07653 3.84306
C -0.53915 -1.86975 3.48059
N -0.46757 -1.72522 2.15896
H -3.77162 0.21730 -1.78007
H -3.28853 -1.37560 -1.19228
H -3.93957 -1.20456 -2.82877
H -1.30545 -0.01286 -1.82956
H -1.92938 0.15522 -3.47330
H -1.59383 -1.47073 -5.08132
H -0.59869 -3.62486 -5.79690
H 0.38756 -5.12018 -4.10512
H 0.78635 -4.34815 -0.53752
H 1.59093 -5.04949 -1.92683
H -1.11725 -5.99198 -0.85662
H 0.43514 -6.80427 -0.61714
H -0.27248 -6.67756 -2.23592
H -1.65411 -4.02142 -0.03035
H -2.01844 -4.64140 2.50481
H -1.35222 -3.43531 4.84542
H -0.13216 -1.10926 4.13503
C 0.50379 8.34215 1.50026
C 0.37378 6.84119 1.48307
C -0.83774 6.21029 1.25222
C -0.96869 4.82449 1.32177
C -2.31794 4.21258 1.05646
C 0.13765 4.03091 1.64810
Te -0.10746 1.96497 2.16706
C 1.38478 4.65794 1.81096
C 2.63747 3.85804 2.05927
C 1.48439 6.04189 1.73135
H -0.42311 8.82677 1.19273
H 1.30837 8.67185 0.83920
H 0.74856 8.69047 2.50647
H -1.71042 6.81457 1.02065
H -2.98009 4.92708 0.56235
H -2.78807 3.89849 1.99120
H -2.22572 3.32019 0.43794
H 2.70994 3.05311 1.32607
H 2.61961 3.39365 3.04587
H 3.52528 4.48925 1.98127
H 2.45049 6.51781 1.87474
C 2.93837 -1.04821 1.55105
S 2.33818 -1.76772 0.00172
C 3.68022 -1.21994 -1.09158
H 3.92492 -1.45065 1.78409
H 2.21849 -1.33879 2.31292
H 2.97160 0.03720 1.47100
H 3.68438 -0.13313 -1.16252
H 3.48677 -1.65188 -2.07152
H 4.63585 -1.57723 -0.70877



5.
69
Properties=species:S:1:pos:R:3 method="wB97M-V/def2-TZVPD" homo_ev=-9.7 lumo_ev=-3.80 e_tot_ha=-2526.75301 orbital_gap_ev=5.91 charge=+1
Au -0.84942 0.50526 -1.24850
C 1.15370 0.49707 -0.87699
Si 1.60275 -0.08950 0.86224
C 0.26303 0.39321 2.15320
N -1.15065 0.32627 1.83028
C -1.96037 1.52267 1.98661
C -2.43760 1.70249 3.43845
C -2.74901 0.33438 4.06626
C -3.08730 -0.69577 2.99224
C -1.87097 -0.91767 2.07928
C 3.16388 0.79639 1.38247
C 3.19196 2.19407 1.43067
C 4.36670 2.87781 1.70002
C 5.54225 2.17214 1.92149
C 5.53378 0.78575 1.88793
C 4.35453 0.10457 1.61709
C 1.90179 -1.94320 0.89630
C 1.64083 -2.72456 2.02174
C 1.89980 -4.08987 2.02800
C 2.44456 -4.70200 0.90971
C 2.74558 -3.94071 -0.21125
C 2.47423 -2.58177 -0.20901
H 1.62416 -0.11628 -1.64991
H 1.50397 1.51904 -1.03076
H 0.51771 1.41639 2.44322
H 0.47878 -0.24552 3.02115
H -2.82786 1.43402 1.32712
H -1.39244 2.39390 1.66135
H -3.32172 2.34547 3.44480
H -1.66701 2.20947 4.02194
H -3.56830 0.42061 4.78016
H -1.87784 -0.02350 4.62162
H -3.94599 -0.36248 2.40426
H -3.36134 -1.64772 3.44932
H -2.22200 -1.37389 1.14781
H -1.18565 -1.63044 2.54786
H 2.28063 2.76072 1.26056
H 4.36849 3.95960 1.73550
H 6.46347 2.70398 2.12007
H 6.44687 0.23335 2.06859
H 4.35902 -0.97932 1.59520
H 1.22816 -2.27331 2.91552
H 1.67500 -4.67434 2.91059
H 2.64612 -5.76498 0.91742
H 3.19939 -4.40694 -1.07736
H 2.75234 -1.98595 -1.07568
O -2.93669 0.63415 -1.69198
N -3.30843 1.74348 -2.33866
C -4.50528 1.71040 -2.96232
C -4.99343 2.81089 -3.61024
C -4.22267 3.97410 -3.63602
C -2.99774 3.98068 -3.01316
C -2.53224 2.84615 -2.34131
S -1.01048 2.86095 -1.51071
H -5.02262 0.76649 -2.88475
H -5.95936 2.75785 -4.08909
H -4.57881 4.85811 -4.14586
H -2.35889 4.85212 -3.02681
C 1.40366 -2.08531 -4.66216
N 0.79720 -2.22215 -3.34751
C -0.47349 -1.98778 -3.07268
N -1.33512 -1.80195 -4.06791
S -1.01853 -1.96155 -1.42591
H 2.48226 -2.14341 -4.55448
H 1.15015 -1.11710 -5.09765
H 1.08484 -2.88269 -5.33605
H 1.37853 -2.40184 -2.54218
H -1.08719 -1.96553 -5.03068
H -2.30367 -1.66498 -3.83043



6.
68
Properties=species:S:1:pos:R:3 method="wB97M-V/def2-TZVPD" homo_ev="-7.0 / -7.0" lumo_ev="-0.63 / -0.63" e_tot_ha=-1468.70759 orbital_gap_ev="6.38 / 6.38" charge=0
Ir 0.32155 0.45945 -0.27118
C -3.03705 0.11895 0.14002
C -3.07995 -0.36845 -1.31658
C -2.01855 -1.44085 -1.60288
N -0.65775 -0.95465 -1.68888
C -0.03215 -0.99725 -2.84768
C -0.72615 -1.04775 -4.08888
C -0.32895 -1.48385 -5.32768
C 0.86895 -2.10405 -5.68108
C 2.01125 -2.19175 -4.90188
C 2.27685 -1.59775 -3.68728
C 1.43865 -0.90425 -2.78008
N 1.91525 -0.25375 -1.74638
C 3.32915 -0.02335 -1.59458
C 3.64625 0.88045 -0.40118
C 3.21215 0.26355 0.93892
N 1.86035 0.61385 1.29162
C 1.52055 1.16145 2.42942
C 2.46095 1.73555 3.32902
C 2.38745 1.95775 4.68012
C 1.36975 1.60705 5.55852
C 0.08755 1.21695 5.20422
C -0.49395 1.20125 3.95622
C 0.06325 1.31035 2.65962
N -0.65745 1.45335 1.56762
C -2.02955 1.89565 1.61192
C -2.74185 1.61335 0.28902
H -3.97725 -0.10545 0.65122
H -2.25055 -0.42825 0.66292
H -4.05245 -0.80595 -1.55258
H -2.91945 0.46995 -1.99638
H -2.02545 -2.17345 -0.78298
H -2.28405 -1.98675 -2.51998
H -1.72975 -0.64455 -4.03458
H -1.06635 -1.39285 -6.11858
H 0.91665 -2.54975 -6.66628
H 2.83415 -2.74645 -5.34028
H 3.29105 -1.72885 -3.33498
H 3.86805 -0.97305 -1.44928
H 3.72775 0.45165 -2.50308
H 4.72545 1.05485 -0.38058
H 3.14995 1.84145 -0.53698
H 3.24625 -0.82875 0.83442
H 3.91835 0.54115 1.72952
H 3.38595 2.04125 2.85582
H 3.26265 2.40935 5.12942
H 1.58505 1.68185 6.61512
H -0.57205 0.98955 6.03492
H -1.56115 1.01905 3.96672
H -2.60875 1.43645 2.42642
H -2.02495 2.97875 1.79382
H -3.67205 2.18135 0.24142
H -2.10225 1.95905 -0.52188
C -1.95705 -3.01405 3.79682
C -1.04165 -3.51295 2.67652
C -0.48615 -2.45075 1.87822
N -0.04075 -1.61885 1.23122
H -2.30305 -3.86325 4.38202
H -2.82125 -2.49575 3.39092
H -1.42985 -2.32885 4.45472
H -1.59745 -4.17435 2.00592
H -0.20835 -4.08015 3.10002
B -1.31185 3.34085 -3.34998
C -0.43855 2.74555 -2.24358
N 0.16275 2.25875 -1.37328
H -2.11275 2.48055 -3.62878
H -0.60405 3.55995 -4.29258
H -1.84105 4.34025 -2.95148